ORCA calculation (the ωB97M-V functional and the def2-TZVPD basis) on a cluster of 2 separate species, Cl2O2 in total.

F_max	0.0371	Eh/bohr
charge	0
relative energy (zero: lowest compared OMol25 entry of this formula, charge and spin)	41.7	kcal per mole
lowest unoccupied orbital energy (spin up / spin down)	-4.01 / -3.96	eV

Each line ends with the Mulliken charge.
Geometry (Å):
O 2.1535 0.2897 -0.2326  -0.3024
Cl 0.6725 0.4040 0.1986  0.4986
O -1.3816 -0.7091 0.1600  -0.3511
Cl -2.4426 0.4150 -0.0808  0.1549